# 1
C40H16Cl5N11Sr | ωB97M-V with the def2-TZVPD basis set

For the relative energy (zero: lowest compared OMol25 entry of this formula, charge and spin), the calculation gives 262.7 kcal per mole. The energy comes out at -121574.5975 eV. As for the orbital gap: 0.208 Ha.

The geometry in ORCA input format:
```
! RIJCOSX wB97M-V def2-TZVPD def2/J DEFGRID3
* xyz -2 1
Sr 0.70 0.72 -0.54
C -4.48 -2.04 3.10
C -3.62 -1.70 4.15
C -2.26 -1.51 3.93
C -1.80 -1.65 2.63
C -0.44 -1.39 1.96
N -0.93 -0.71 0.65
C -1.80 -1.77 0.39
N -1.64 -2.81 -0.44
C -1.56 -3.86 0.53
C -2.35 -4.79 1.22
C -3.58 -5.41 0.88
C -4.25 -6.14 1.82
C -3.74 -6.29 3.15
C -2.57 -5.69 3.52
C -1.85 -4.92 2.58
C -0.73 -4.09 2.71
N -0.05 -3.53 3.80
C 0.42 -2.33 3.93
N 0.47 -1.15 3.10
C 1.79 -0.51 3.42
N 2.89 -0.34 2.78
C 3.06 -0.76 1.43
N 1.78 -1.03 0.92
C 1.53 -2.31 0.98
N 0.25 -2.56 1.33
C 2.77 -3.06 1.19
C 3.07 -4.41 1.24
C 4.36 -4.79 1.57
C 5.32 -3.81 1.87
C 5.02 -2.46 1.84
C 3.74 -2.06 1.47
C 1.89 -0.77 4.87
C 2.69 -0.20 5.85
C 2.69 -0.78 7.11
C 1.94 -1.92 7.39
C 1.16 -2.51 6.40
C 1.14 -1.91 5.15
N -0.49 -3.67 1.42
C -2.67 -1.91 1.60
C -4.01 -2.15 1.80
H -5.54 -2.19 3.31
H -4.02 -1.59 5.15
H -1.61 -1.25 4.75
H -3.98 -5.29 -0.12
H -5.19 -6.62 1.56
H -4.30 -6.87 3.86
H -2.20 -5.78 4.54
H 2.32 -5.16 1.02
H 4.63 -5.83 1.61
H 6.33 -4.12 2.14
H 5.77 -1.72 2.08
H 3.30 0.66 5.62
H 3.29 -0.34 7.90
H 1.96 -2.35 8.39
H 0.59 -3.41 6.58
H -4.67 -2.39 0.98
Cl -1.36 3.45 -2.02
C -0.75 4.07 -0.48
C 0.08 3.26 0.25
C 0.52 3.79 1.45
Cl 1.56 2.79 2.44
C 0.17 5.06 1.90
Cl 0.76 5.67 3.41
C -0.67 5.85 1.12
Cl -1.12 7.43 1.65
C -1.15 5.35 -0.09
Cl -2.20 6.32 -1.07
N 3.40 0.45 -6.92
C 2.55 0.71 -6.17
N 1.52 1.06 -5.42
C 1.50 0.86 -4.15
N 1.39 0.74 -2.99
*
```

# 2
C49H65F6IO30 | ωB97M-V with the def2-TZVPD basis set

Its SMILES is O=C(O[C@](O)(I)CCCF)C(F)(F)c1cccc(C(F)(F)F)c1.C[C@@H]1COC(=O)O1.C[C@@H]1COC(=O)O1.C[C@@H]1COC(=O)O1.C[C@@H]1COC(=O)O1.C[C@@H]1COC(=O)O1.C[C@@H]1COC(=O)O1.C[C@@H]1COC(=O)O1.C[C@@H]1COC(=O)O1.C[C@@H]1COC(=O)O1. The energy comes out at -137699.9218 eV. As for the orbital gap: 0.355 Ha.

The geometry in ORCA input format:
```
! RIJCOSX wB97M-V def2-TZVPD def2/J DEFGRID3
* xyz 0 1
O 0.62 4.88 -0.62
C 0.81 4.33 -1.66
O -0.19 3.87 -2.50
C -0.92 2.75 -1.93
O -0.19 2.15 -0.89
I -1.14 1.29 -3.52
C -2.26 3.34 -1.36
C -3.53 2.43 -1.53
C -3.50 1.11 -0.67
F -3.80 1.49 0.67
C 2.33 4.12 -2.07
F 3.10 5.22 -1.79
F 2.36 3.94 -3.45
C 2.79 2.83 -1.31
C 2.87 2.88 0.13
C 3.26 1.67 0.84
C 3.53 0.49 0.05
C 3.45 0.47 -1.38
C 3.72 -0.80 -2.25
F 3.18 -0.65 -3.50
F 3.02 -1.83 -1.67
F 5.04 -1.07 -2.37
C 3.07 1.67 -2.10
H -0.72 1.48 -0.42
H -2.15 3.53 -0.26
H -2.51 4.33 -1.81
H -4.40 3.02 -1.13
H -3.80 2.23 -2.60
H -4.33 0.42 -0.97
H -2.55 0.53 -0.76
H 2.63 3.79 0.73
H 3.32 1.68 1.94
H 3.80 -0.45 0.60
H 2.99 1.70 -3.21
C 1.74 -5.08 1.77
C 2.90 -4.12 1.95
C 3.63 -4.29 3.25
O 4.16 -2.97 3.46
C 3.30 -2.11 2.86
O 3.29 -0.93 3.02
O 2.44 -2.77 2.04
H 2.08 -6.11 1.75
H 1.02 -4.96 2.58
H 1.21 -4.86 0.85
H 3.58 -4.20 1.09
H 4.42 -5.02 3.20
H 2.97 -4.53 4.09
C 6.74 0.92 -4.18
C 6.25 2.20 -4.82
C 5.13 1.99 -5.81
O 5.30 3.10 -6.69
C 6.62 3.41 -6.68
O 7.15 4.12 -7.47
O 7.26 2.79 -5.65
H 5.96 0.45 -3.59
H 7.09 0.21 -4.94
H 7.60 1.13 -3.54
H 5.97 2.93 -4.05
H 4.15 2.01 -5.34
H 5.23 1.07 -6.39
C 8.26 -8.12 0.70
C 6.85 -8.39 1.17
C 5.81 -7.60 0.42
O 4.76 -7.49 1.39
C 5.37 -7.51 2.61
O 4.83 -7.21 3.63
O 6.66 -7.92 2.51
H 8.40 -8.44 -0.34
H 8.51 -7.07 0.78
H 8.97 -8.66 1.33
H 6.64 -9.46 1.15
H 5.46 -8.11 -0.48
H 6.13 -6.59 0.15
C -2.40 8.46 -3.73
C -3.21 7.18 -3.76
C -4.47 7.28 -4.56
O -5.30 6.30 -3.93
C -4.90 6.24 -2.63
O -5.52 5.70 -1.76
O -3.71 6.86 -2.45
H -2.05 8.73 -4.73
H -2.99 9.29 -3.33
H -1.53 8.35 -3.07
H -2.58 6.35 -4.09
H -4.33 7.05 -5.61
H -4.97 8.25 -4.47
C -9.16 0.36 -4.26
C -7.76 0.29 -3.69
C -7.34 1.54 -2.97
O -5.92 1.51 -3.12
C -5.67 0.85 -4.29
O -4.62 0.84 -4.85
O -6.78 0.21 -4.73
H -9.90 0.46 -3.47
H -9.26 1.20 -4.95
H -9.38 -0.54 -4.83
H -7.65 -0.60 -3.06
H -7.62 1.53 -1.92
H -7.71 2.46 -3.43
C -6.73 8.07 -0.90
C -7.49 9.09 -0.08
C -8.92 8.71 0.17
O -9.54 9.99 0.33
C -8.82 10.87 -0.42
O -9.18 11.96 -0.71
O -7.63 10.32 -0.80
H -6.65 7.12 -0.37
H -7.21 7.90 -1.86
H -5.72 8.43 -1.11
H -6.95 9.30 0.85
H -9.05 8.11 1.07
H -9.39 8.20 -0.67
C -2.35 -6.92 4.00
C -2.82 -5.63 3.37
C -3.93 -5.81 2.38
O -3.74 -4.70 1.51
C -2.40 -4.41 1.53
O -1.85 -3.70 0.76
O -1.78 -5.05 2.56
H -3.14 -7.38 4.59
H -2.01 -7.63 3.24
H -1.49 -6.74 4.66
H -3.08 -4.91 4.15
H -4.91 -5.79 2.84
H -3.83 -6.73 1.78
C 9.12 -6.28 6.74
C 9.84 -5.66 5.56
C 9.10 -4.53 4.92
O 9.58 -4.59 3.57
C 9.90 -5.89 3.33
O 10.11 -6.34 2.25
O 9.95 -6.60 4.49
H 9.01 -5.55 7.55
H 8.14 -6.64 6.45
H 9.68 -7.14 7.12
H 10.86 -5.37 5.85
H 9.31 -3.57 5.37
H 8.01 -4.68 4.90
C -4.43 -0.12 3.54
C -4.77 -1.39 4.28
C -5.18 -1.17 5.71
O -4.81 -2.40 6.33
C -3.75 -2.88 5.62
O -3.04 -3.76 5.99
O -3.61 -2.22 4.45
H -5.30 0.53 3.45
H -3.63 0.43 4.05
H -4.06 -0.35 2.54
H -5.52 -1.96 3.73
H -6.25 -0.98 5.82
H -4.63 -0.36 6.20
*
```

# 3
C3H12NO | ωB97M-V with the def2-TZVPD basis set

For the relative energy (zero: lowest compared OMol25 entry of this formula, charge and spin), the calculation gives 38.4 kcal per mole. The energy comes out at -6835.7506 eV. As for the orbital gap: 0.403 Ha.

The geometry in ORCA input format:
```
! RIJCOSX wB97M-V def2-TZVPD def2/J DEFGRID3
* xyz 1 1
C 0.90 -0.57 2.46
O 0.67 0.68 1.79
H 1.96 -0.61 2.74
H 0.58 -1.31 1.73
H 0.48 -0.64 3.47
H 0.59 1.44 2.39
C -0.57 1.33 -0.93
N 0.06 -0.04 -1.03
C -0.77 -1.01 -1.94
H 0.17 1.88 -0.36
H -1.50 1.23 -0.39
H -0.75 1.62 -1.96
H 0.93 -0.02 -1.57
H 0.15 -0.56 -0.16
H -0.85 -0.43 -2.86
H -0.30 -1.98 -1.89
H -1.75 -1.00 -1.48
*
```

# 4
C6H7NO | ωB97M-V with the def2-TZVPD basis set

Its SMILES is OCc1ccncc1. For the relative energy (zero: lowest compared OMol25 entry of this formula, charge and spin), the calculation gives 42.4 kcal per mole. The energy comes out at -9870.8170 eV. As for the orbital gap: 0.368 Ha.

The geometry in ORCA input format:
```
! RIJCOSX wB97M-V def2-TZVPD def2/J DEFGRID3
* xyz 0 1
C 1.89 -0.67 0.07
C 0.46 -0.31 0.05
C -0.53 -1.32 -0.04
C -1.88 -0.91 -0.06
C -1.38 1.32 0.03
C -0.03 1.13 0.03
H 3.73 0.10 -0.10
H 1.97 -0.93 1.15
H 1.99 -1.39 -0.66
H -0.17 -2.39 -0.01
H -2.81 -1.64 0.03
H -1.59 2.34 -0.09
H 0.64 1.91 0.06
N -2.34 0.30 0.00
O 2.68 0.55 -0.11
*
```

Question: orbital gap of number 2 (C49H65F6IO30)?
Answer: 0.355 Ha